A cluster of 9 separate species, C38H62Br2F7N8O2PS in total at a distorted geometry, computed with ωB97M-V with the def2-TZVPD basis set.

ORCA input file:
```
! wB97M-V def2-TZVPD RIJCOSX def2/J DEFGRID3
* xyz 0 1
C -2.63617 5.65845 -2.64940
N 3.60988 -0.05993 -1.23406
S -3.67609 2.30860 -0.03030
H -5.63254 -5.08058 -2.91957
H -1.59600 0.28028 1.77552
F -3.72051 0.79103 3.22859
H -3.68918 -3.35008 4.16527
H -7.05523 -3.06038 -3.03671
C -3.44021 5.91292 4.87187
H 4.57590 6.02757 5.28422
H 8.81078 0.13104 -4.43575
C 3.91612 -1.62983 -4.61950
H -6.81441 5.60853 5.34826
H 3.77481 -9.21820 -3.66166
C 0.47568 0.66607 1.09723
H 2.44181 -7.88336 -5.30528
C 5.03524 3.91471 5.32734
H -1.78990 6.75651 -4.28703
C -3.18419 -2.99954 6.25607
H 1.23821 -1.86308 -2.39849
N -2.71366 -3.98578 -2.20624
H -5.93287 7.01479 4.76280
C 4.13814 -9.04931 -4.67858
C 5.63272 -8.93805 -4.65242
C 8.51791 -0.75683 -5.00068
F -6.09216 2.62246 1.08382
C 9.22454 -1.99161 -4.45121
C -4.78276 2.23022 1.46069
H -2.04243 -1.29566 6.95039
N -1.46071 -1.18600 3.80922
C -0.51574 3.69240 -3.43793
H 3.87896 -7.63075 -6.28929
H -4.58684 -1.47793 -2.13175
O -3.94648 1.21879 -1.04913
H 0.92994 1.36730 0.33219
H -1.80466 4.35566 -4.99046
Br 0.04201 -1.03673 0.10101
N -0.14053 2.85667 -2.70609
C -4.76052 5.20088 4.85442
H 0.91104 -0.16947 3.19501
H 4.62026 5.27289 3.68368
H 4.94401 -6.33731 -4.43292
C -3.88041 -4.08032 -2.25932
C 3.28699 2.31872 4.58704
H 4.72562 3.80402 6.37106
H 2.12984 1.10822 2.49629
F -4.35043 3.25451 2.36116
H -3.57737 -0.86560 6.18344
H 8.95351 -2.11641 -3.39845
H 3.23826 5.01052 4.76288
C -5.66103 -1.67426 -2.17493
H 6.11298 4.10062 5.32967
H 3.85653 -9.91223 -5.28665
H -6.03813 -1.74830 -1.15481
C 3.86840 -6.52771 -4.44872
F -3.70242 -0.94355 0.93434
C -0.99554 4.75913 -4.37632
C -2.72282 -1.54547 6.13291
C -5.59761 6.56641 6.83441
C 3.52906 -7.77200 -5.26208
N 2.13763 2.08569 4.60531
H 3.48739 -0.88138 -5.29357
H -2.35014 4.93175 -1.88725
H -5.04222 -2.77069 5.15380
C 1.45614 0.23285 2.27211
C -5.85234 6.12641 5.39657
H -5.76634 -4.34255 -1.31747
Br -0.69666 2.25084 3.34084
H 2.15456 -2.84668 -4.47444
H 3.39047 -5.64751 -4.88459
H 7.43152 -0.84656 -4.92317
F -5.88731 -0.40655 0.46534
H 3.52086 -6.62759 -3.41600
H 5.29481 1.78669 5.02290
H 4.45177 -2.36507 -5.22373
C -5.97021 -2.94217 -2.96396
H 5.08555 2.70456 3.52533
H 9.42464 -4.11828 -4.80614
H 4.65316 -1.13601 -3.98097
H -5.52390 5.70256 7.50163
F -5.95102 0.91852 3.10720
C -4.77810 0.87593 2.29627
P -1.57411 2.44353 0.34606
H -6.12954 -0.80863 -2.64885
C -4.89527 -0.47092 1.45524
C 7.41398 -3.53447 -5.15217
H 10.30540 -1.82891 -4.48784
H 1.51804 -0.59207 -3.59536
H 8.77588 -0.59223 -6.05102
H -4.99483 4.90432 3.83049
H -5.59014 -2.82743 -3.98385
N 6.80085 -8.84954 -4.63203
N 6.26266 -3.74160 -5.09300
C -5.37320 -4.19979 -2.32736
C 2.82786 -2.31216 -3.79820
F -5.34441 -1.46962 2.35640
H -1.38926 3.75719 0.92940
H 3.29159 -3.06049 -3.14783
C 4.75498 2.61814 4.56378
C 8.88597 -3.26646 -5.22772
C 2.01044 -1.32933 -2.95598
H 9.17743 -3.16659 -6.27639
H -3.66974 -3.13810 7.22620
C -0.96326 1.20870 1.63792
H 2.07474 -0.64655 1.88464
H -0.64925 6.38820 -2.99795
C -2.01352 -1.34368 4.82928
H -4.47818 -4.44257 5.29658
H -0.17529 5.04286 -5.03999
H -6.41435 7.20006 7.18799
H -3.48905 5.25695 -3.20374
H -4.68741 4.29456 5.46118
C -4.15397 -3.40936 5.15252
N -2.41386 6.47806 4.89100
H -2.96397 6.56146 -2.12906
C -1.47673 5.97802 -3.58529
H -2.31697 -3.66647 6.23225
C 4.32459 5.12276 4.72613
O -4.04770 3.60364 -0.73685
H -4.67608 7.14723 6.92051
C 2.90578 -0.61714 -1.98817
*
```

Properties
E_HOMO: -9.2 eV
LUMO level: -0.11 eV
electronic energy: -235653.277 eV
orbital gap: 9.10 eV
SMILES: C[C@@H](Br)[C@@H](Br)PS(=O)(=O)C(F)(F)C(F)(F)C(F)(F)F.CCCC#N.CCCC#N.CCCC#N.CCCC#N.CCCC#N.CCCC#N.CCCC#N.CCCC#N

The molecule C25H27N3O4S, computed with ωB97M-V with the def2-TZVPD basis set.

ORCA input file:
```
! wB97M-V def2-TZVPD RIJCOSX def2/J DEFGRID3
* xyz 0 1
C -6.99956 -4.10806 0.76216
H 6.46689 1.61613 0.21483
O -7.36249 -2.81094 1.17185
H 7.82980 -0.23619 1.64362
H -5.06213 -2.83276 -0.33882
H 3.56856 2.39084 2.01439
H -6.02036 -4.39525 1.15860
H 5.06746 3.00421 1.29310
H -1.74929 0.07597 -2.89882
C -6.58504 -1.76841 0.76703
H 3.97967 3.04036 -0.95273
H 2.97904 3.95364 0.20850
H 5.37644 -3.74887 -1.88661
H 3.18648 0.70455 -1.52220
C 6.15115 -3.90887 -1.14177
H 5.42391 1.01659 -1.10023
H -6.66061 1.59457 1.10844
C 7.30726 -0.84918 0.93866
C -0.93127 1.12446 0.71475
N 5.85135 -1.51612 -0.69317
H 7.04607 -4.29562 -1.62685
S 7.68380 -2.52008 0.78223
H 2.83353 0.13741 1.46853
H -2.62659 -0.05147 1.27564
C 5.71368 0.87012 -0.04897
C -1.50932 0.37624 -1.88989
C 4.18668 2.38599 1.11096
N 4.60379 1.01624 0.88332
C -2.01434 0.30684 0.46053
H -6.98930 -4.19630 -0.32855
N 2.23186 2.10492 -0.32062
C -0.43016 1.20003 -1.63595
C -4.78436 2.88613 -0.01906
H -7.76167 -4.76944 1.17113
C 6.44522 -2.62805 -0.46037
C 2.60620 0.73609 -0.59298
H 1.71677 0.11955 -0.71723
C 0.98069 2.53670 -0.04452
C -4.69405 -0.75176 -0.34424
H -5.77306 3.16200 -0.39958
C -5.13473 0.52770 0.03069
C -0.13116 1.57428 -0.32992
C -3.46237 -0.96302 -1.14481
H -0.69839 1.42539 1.72566
H 0.18264 1.56073 -2.44958
H -4.03323 3.54610 -0.44986
C 3.45582 0.18867 0.56923
C -5.43361 -1.87965 0.00312
H 3.80014 -0.81573 0.32144
C -6.29431 0.62990 0.79594
H -7.89145 -0.41192 1.76518
C 6.31570 -0.49469 0.07893
H 5.81094 -4.65213 -0.42181
C -6.99816 -0.49737 1.16707
O 0.74922 3.65769 0.37590
C 3.36500 2.96621 -0.04879
O -4.41643 1.58928 -0.42280
C -2.31753 -0.06462 -0.84667
H -4.76917 2.98753 1.07042
O -3.38160 -1.84655 -1.97449
*
```

Properties
E_HOMO: -8.2 eV
ΔE to the lowest compared entry with this formula, charge and spin: 187.8 kJ/mol
LUMO level: 0.21 eV
electronic energy: -49858.363 eV
orbital gap: 8.38 eV
SMILES: COc1ccc(OC)c(C(=O)c2ccc(C(=O)N3CCN(Cc4csc(C)n4)CC3)cc2)c1

A structure of composition C20H30N10 at a distorted geometry, computed with ωB97M-V with the def2-TZVPD basis set.

ORCA input file:
```
! wB97M-V def2-TZVPD RIJCOSX def2/J DEFGRID3
* xyz 0 1
H -0.31362 2.78261 1.16464
C 0.20583 -2.94770 -3.21526
H -1.78391 -2.51956 -2.88737
H 1.46219 -2.02297 2.59173
N 0.00129 0.10201 -1.78227
H -4.52128 1.71048 -0.65630
N 1.47837 1.06839 3.04268
C 3.39826 0.05289 1.78092
H -0.33988 1.52624 0.94873
H 3.39665 0.14995 2.86660
C 1.15552 -0.06933 3.21536
C 2.27670 -0.21019 -1.76694
C -1.20231 3.13978 -3.12404
H -0.63549 -1.14728 -2.49811
H -1.35691 4.21183 0.50377
C -3.80102 2.11716 0.05360
H -4.15491 1.93469 1.06827
H 0.77835 -1.96799 -1.60723
C -1.63871 2.25819 -2.01659
N 1.09913 -3.68934 -3.24765
H 3.26915 -0.99724 1.51896
H 1.01251 -3.59547 -0.88222
H -0.68525 -1.47709 1.33343
C -1.17894 -2.42441 1.55011
C 4.73296 0.30655 1.31149
H -2.66765 1.91930 -2.13716
C -1.92690 -2.34568 2.81012
C 0.05664 0.51991 0.81397
N 5.82225 0.47808 0.88635
H 1.05549 0.48791 1.24915
N 2.78306 0.02422 -0.77231
H 1.16136 -1.82924 4.31235
H -1.63207 2.86497 -1.11111
H -0.94960 1.42206 -1.89779
C 1.45692 -2.61457 -1.05084
H 1.61336 0.52284 -3.50224
C -2.54166 1.42849 -0.02619
N -3.21571 2.60560 2.31512
H -0.14887 -1.74102 3.09371
C 1.63891 -0.48493 -3.08770
H -0.50437 4.21260 2.05122
H -0.41185 -3.19878 1.55366
H -1.04674 -1.66957 -4.18755
C -1.03241 3.58436 1.33388
C -2.24749 3.07488 1.90374
H -1.84680 -2.65483 0.72006
H 0.64360 -0.87960 -2.88345
C 0.06221 0.21959 -0.62165
H -0.59027 -0.12462 1.40911
C 1.54964 -1.88790 0.23261
N -0.77932 3.81146 -3.93413
H 2.72492 0.79549 1.35283
H 2.45290 -2.64784 -1.49245
H 2.19512 -1.15940 -3.73873
N 1.60704 -1.34495 1.24714
N -2.55747 -2.26149 3.81228
C -0.87519 -1.98158 -3.15735
N -1.64664 0.82509 -0.04853
C 0.87987 -1.46441 3.32454
H -3.73695 3.20133 -0.03893
*
```

Properties
E_HOMO: -10.1 eV
ΔE to the lowest compared entry with this formula, charge and spin: 1615.5 kJ/mol
LUMO level: -0.13 eV
electronic energy: -36108.188 eV
orbital gap: 9.98 eV

A cluster of 2 separate species, C4H10O3 in total at a distorted geometry, computed with ωB97M-V with the def2-TZVPD basis set.

ORCA input file:
```
! wB97M-V def2-TZVPD RIJCOSX def2/J DEFGRID3
* xyz 0 1
H -0.43891 -0.56249 -0.92604
O -0.48816 2.38071 -1.12131
C 1.36053 -0.32843 0.30990
H -0.19495 -1.81028 0.43468
O 2.92810 -1.87727 -0.42602
C -1.05393 0.06926 0.99568
H 1.70585 -0.83652 1.20939
H -1.18486 -0.57369 1.86402
H -3.06812 -0.13358 0.52526
H -0.72104 1.09317 1.17374
O -2.26768 0.35088 0.27960
C 2.19809 -0.98417 -0.80121
H -1.27745 2.45608 -0.56187
H 2.00494 -0.82661 -1.86611
H -0.79228 1.59272 -1.59421
H 1.41046 0.75790 0.39698
C -0.12060 -0.76770 0.10754
*
```

Properties
E_HOMO: -9.8 eV
ΔE to the lowest compared entry with this formula, charge and spin: 177.7 kJ/mol
LUMO level: 0.57 eV
electronic energy: -10451.402 eV
orbital gap: 10.32 eV
SMILES: O=CCCCO.O

- The lowest electronic energy belongs to which entry?
  C38H62Br2F7N8O2PS

- Number 4 is which compound?
  C4H10O3